# 1
Below is C4H5NO2 in the gas phase, with properties calculated with ωB97M-V/def2-TZVPD.

Calculated total energy in eV: -9810.8031
Relative energy (zero: lowest compared OMol25 entry of this formula, charge and spin) in kcal per mole: 80.98

```
! RIJCOSX wB97M-V def2-TZVPD def2/J DEFGRID3
* xyz 0 1
N -1.415 -1.033 1.025
C -0.669 -0.928 -0.043
C 0.752 -0.521 0.275
C 0.930 0.814 -0.424
O 0.965 0.758 -1.924
C -0.089 1.311 -1.335
O -1.113 1.843 -1.631
H -1.099 -0.939 1.995
H -2.413 -1.167 0.913
H 1.010 -0.411 1.347
H 1.465 -1.227 -0.169
H 1.677 1.500 -0.028
*
```

---

# 2
Below is C4H5NO2 in the gas phase at a distorted geometry, with properties calculated with ωB97M-V/def2-TZVPD.

SMILES string: O/N=C1/CC=CO1
Calculated total energy in eV: -9811.3118
Relative energy (zero: lowest compared OMol25 entry of this formula, charge and spin) in kcal per mole: 69.25

```
! RIJCOSX wB97M-V def2-TZVPD def2/J DEFGRID3
* xyz 0 1
C -0.303 0.335 0.008
C 0.940 1.178 -0.001
C 2.016 0.166 -0.067
C 1.430 -1.040 -0.011
H -1.978 -1.124 -0.240
H 0.920 1.993 -0.763
H 1.024 1.749 0.911
H 3.071 0.426 -0.020
H 1.921 -2.044 0.106
N -1.469 0.745 0.035
O -2.395 -0.276 -0.023
O -0.002 -0.980 0.046
*
```

---

# 3
Below is C4H5NO2 in the gas phase, with properties calculated with ωB97M-V/def2-TZVPD.

Calculated total energy in eV: -9809.6358
Relative energy (zero: lowest compared OMol25 entry of this formula, charge and spin) in kcal per mole: 107.90

```
! RIJCOSX wB97M-V def2-TZVPD def2/J DEFGRID3
* xyz 0 1
O 2.953 -0.246 -0.211
C 1.868 0.037 -0.652
C 0.651 0.189 0.226
C -0.162 1.422 0.091
N -0.604 -0.253 -0.412
C -1.610 -0.863 0.361
O -2.736 -1.014 -0.023
H 1.701 0.240 -1.729
H 0.794 -0.296 1.195
H -0.894 0.349 -1.191
H -0.776 1.513 1.000
H -1.238 -1.199 1.346
*
```

---

Number 1: orbital gap 9.504 eV. Number 2: orbital gap 9.685 eV. Number 3: orbital gap 9.536 eV.